The following is a quantum chemistry calculation of 19 unconnected molecules or ions with the total composition C84H115F9N10O10, from OMol25.

The geometry in XYZ format:
```
228
Properties=species:S:1:pos:R:3:forces:R:3
F 3.0151 -4.2403 -1.3076 -0.10 0.55 -0.02
C 3.3799 -2.9266 -1.4243 2.26 -1.40 -0.63
C 4.7758 -2.7208 -1.6273 -1.20 1.72 1.15
C 5.2203 -1.3754 -1.6305 -1.81 -2.22 0.26
C 4.2674 -0.3818 -1.4907 -1.14 0.55 -0.68
C 2.8803 -0.6082 -1.4453 1.52 -3.71 0.17
C 2.4108 -1.9777 -1.3834 1.99 2.21 -0.06
H 5.4497 -3.5463 -1.4961 0.14 -0.29 -0.46
H 6.2487 -1.1532 -1.6995 0.96 0.26 -0.07
H 4.6110 0.6319 -1.5305 0.08 0.53 0.07
H 2.1881 0.1552 -1.4552 -1.20 1.65 0.18
H 1.4440 -2.3511 -1.2195 -1.46 0.23 0.03
F 0.8890 -5.1024 1.7796 2.01 -0.66 -0.21
C 2.2279 -5.5839 1.8010 -0.92 0.70 0.97
C 2.7202 -6.3114 0.7242 -0.45 0.46 0.50
C 3.9980 -6.8263 0.9190 0.34 0.31 1.67
C 4.7515 -6.5674 2.0992 -0.04 -0.59 -0.34
C 4.2804 -5.7084 3.0882 -0.67 -0.31 -0.31
C 2.9625 -5.2654 2.9760 -0.62 0.61 -1.66
H 2.1395 -6.4461 -0.2095 0.50 0.00 0.81
H 4.3678 -7.5050 0.2002 0.56 -0.52 -0.74
H 5.6859 -7.1001 2.3622 -0.48 0.42 -0.87
H 4.9380 -5.4631 3.9254 -0.45 0.00 -0.14
H 2.4910 -4.5032 3.5937 0.19 -0.39 0.34
F -5.8460 1.0037 0.6680 -0.14 0.88 0.12
C -5.3627 0.5778 1.8342 0.73 -1.65 1.54
C -5.0325 -0.7779 1.8834 0.71 -0.53 1.60
C -4.4362 -1.3495 3.0535 -0.26 1.77 -0.30
C -4.1851 -0.5258 4.1830 -0.30 -1.25 -2.18
C -4.6291 0.7728 4.1083 -0.02 0.08 1.72
C -5.1944 1.3447 3.0129 -0.57 0.41 -2.84
H -5.1745 -1.4414 1.0462 -0.18 0.19 -0.34
H -4.2024 -2.4044 3.0520 0.23 0.11 -0.08
H -3.6317 -0.8601 5.0377 -0.17 -0.28 0.25
H -4.6320 1.3019 5.0490 0.45 0.58 -0.06
H -5.4047 2.4036 2.9607 -0.29 0.04 0.24
F 0.8651 0.8857 -5.8998 -0.26 -0.95 -0.21
C 1.5813 -0.1363 -6.4745 1.30 1.23 -0.07
C 2.0036 -1.1983 -5.6799 1.35 -1.25 -1.89
C 2.8747 -2.1841 -6.2835 -1.00 1.21 0.31
C 3.4293 -1.9415 -7.5766 -0.21 -0.78 2.54
C 3.0826 -0.8000 -8.2571 -2.45 1.59 0.05
C 2.0960 0.1344 -7.7579 0.52 -2.54 0.93
H 1.8176 -1.2749 -4.6307 -0.62 0.01 0.41
H 3.0542 -3.1145 -5.6860 0.28 1.06 -0.76
H 4.2154 -2.6373 -7.8531 -0.26 0.16 -0.62
H 3.3660 -0.6364 -9.2720 0.70 0.06 -0.45
H 1.6590 0.9594 -8.3033 0.43 0.05 -0.16
F 4.6144 1.6381 -6.1320 -1.17 0.27 0.05
C 3.5153 2.2626 -5.5878 1.23 -0.36 1.01
C 2.8562 3.2415 -6.2535 -0.38 1.59 -0.94
C 1.9458 4.1011 -5.5944 0.35 -1.21 0.60
C 1.6571 3.8226 -4.2482 -0.40 1.13 -0.68
C 2.2437 2.7248 -3.6420 -0.54 0.36 1.40
C 3.2071 1.9868 -4.2653 -0.69 0.65 -1.44
H 3.1228 3.4335 -7.2852 0.01 0.02 -0.05
H 1.4926 4.9335 -6.1327 0.10 -0.26 0.20
H 1.0169 4.5015 -3.6639 0.12 -0.49 -0.34
H 1.9756 2.4868 -2.5926 0.18 0.14 -0.74
H 3.5983 1.1646 -3.7939 1.25 -1.79 1.05
F 2.2910 11.1490 -0.7170 -0.16 0.00 0.25
C 2.0317 10.3974 -1.8045 0.85 0.85 -0.44
C 2.4294 9.0953 -1.8227 -0.74 -1.20 -0.47
C 2.1346 8.2549 -2.8931 0.34 2.07 0.38
C 1.5912 8.8315 -3.9977 -0.14 0.00 -1.89
C 1.3795 10.1988 -4.0525 -0.44 0.28 0.72
C 1.5796 11.0281 -2.9484 -1.10 -0.04 0.01
H 2.9058 8.6211 -1.0284 0.72 -0.25 1.64
H 2.4982 7.2831 -2.9095 0.26 -1.77 0.19
H 1.4233 8.2655 -4.9262 0.00 0.11 0.57
H 0.9680 10.5856 -4.9494 -0.24 0.54 -0.68
H 1.2187 12.0726 -2.8916 0.59 -0.69 -0.27
F 3.8587 0.2968 4.7813 -0.32 -0.18 0.82
C 3.5319 -0.6877 5.6800 0.31 -0.43 -0.37
C 2.7577 -0.4090 6.8221 0.82 -0.27 -1.71
C 2.3641 -1.4768 7.5786 0.16 -1.52 0.75
C 2.7180 -2.8210 7.2126 -0.69 1.38 1.13
C 3.5205 -3.0434 6.1509 0.33 0.30 -1.26
C 3.9653 -1.9576 5.3699 -0.63 -0.47 -0.02
H 2.4676 0.6112 6.9337 -0.26 0.47 0.60
H 1.8222 -1.3253 8.5097 -0.19 -0.01 -0.40
H 2.3368 -3.6896 7.7249 -0.17 0.24 0.45
H 3.6838 -4.0716 5.8318 0.35 0.24 0.02
H 4.4696 -2.1732 4.4449 0.34 0.28 -0.17
F 1.7923 6.0601 -0.1896 0.41 -0.84 0.11
C 2.0178 4.8715 0.4797 -0.91 0.95 -0.31
C 2.6748 3.8351 -0.1521 0.40 -0.97 1.28
C 2.9103 2.6817 0.6270 -1.30 1.44 2.10
C 2.4250 2.6644 1.9887 0.60 -0.12 -1.48
C 1.6795 3.7058 2.5348 0.59 -0.50 -0.58
C 1.4648 4.8247 1.7513 -0.35 1.46 0.05
H 3.0825 3.9015 -1.1382 -0.02 0.28 -0.45
H 3.4655 1.8495 0.2568 0.26 -0.37 -0.25
H 2.6634 1.8540 2.6636 0.05 -0.34 -0.30
H 1.3462 3.5810 3.5547 -0.27 0.39 0.00
H 0.9385 5.7689 2.0746 0.55 -1.35 -0.13
F -0.9452 -1.4595 -1.0639 0.23 -0.16 -1.12
C -1.1006 -0.2495 -0.5027 -0.62 -0.44 1.59
C -1.9024 -0.2787 0.6386 0.59 0.26 -0.41
C -1.9817 0.8255 1.4349 0.51 1.13 0.27
C -1.2915 1.9912 1.0626 0.01 -0.21 -0.41
C -0.5053 2.0229 -0.1323 -0.93 0.85 1.46
C -0.4186 0.8726 -0.9109 0.08 0.27 -0.64
H -2.4028 -1.1424 0.9926 -0.18 -1.04 -0.22
H -2.4612 0.7519 2.4275 -0.04 0.25 -0.87
H -1.4544 2.8053 1.7706 0.65 0.32 -0.52
H 0.0138 2.9621 -0.4307 -0.51 -0.91 0.22
H 0.1033 0.9047 -1.8702 0.03 -0.22 0.38
C -2.5272 5.4518 -6.5686 0.33 0.52 2.30
O -2.1989 4.3116 -6.3380 0.12 -1.11 -0.81
N -2.4453 6.3733 -5.5576 -0.44 1.95 -1.68
C -2.8978 7.7636 -5.7442 -0.74 -0.61 -0.71
C -2.1362 6.0272 -4.2128 0.62 0.19 0.76
H -2.9352 5.7864 -7.5182 -0.02 0.38 -0.31
H -2.8499 7.9542 -6.8355 -0.26 0.22 0.62
H -2.2471 8.4914 -5.2348 -0.16 -0.43 -0.10
H -3.9662 7.8761 -5.3741 1.21 0.05 -0.39
H -1.0980 6.3517 -3.8699 -1.27 -0.56 -0.48
H -2.8855 6.5358 -3.5942 0.28 -0.14 0.25
H -2.2919 4.9642 -4.1459 0.37 -0.38 0.51
C 0.7046 -7.0879 -2.4426 0.21 0.22 -1.22
O 1.8401 -6.7663 -2.8131 -0.82 -0.75 0.76
N -0.2994 -6.1823 -2.3221 -0.24 -1.93 0.41
C -1.6472 -6.5662 -1.9064 1.00 0.35 0.96
C -0.0627 -4.8491 -2.7168 1.46 0.94 1.22
H 0.4092 -8.1754 -2.3469 0.09 0.96 0.33
H -2.4365 -6.1534 -2.5289 0.19 0.01 -0.25
H -1.7797 -6.2338 -0.8648 -0.27 0.03 -0.26
H -1.6515 -7.6376 -1.8862 -0.41 -0.66 -0.11
H 0.0568 -4.1525 -1.8604 -0.28 -0.36 -0.21
H 0.8997 -4.8581 -3.2115 0.00 0.32 -0.46
H -0.8746 -4.5647 -3.3120 -0.87 0.80 -1.03
C -1.5677 -0.3120 6.2265 0.67 -0.20 -1.87
O -1.9165 0.8228 6.4630 -0.75 0.78 1.30
N -0.7473 -0.5309 5.1281 -0.30 -0.45 1.18
C -0.3007 0.5855 4.3304 -2.72 0.24 -0.32
C -0.3583 -1.8737 4.8074 -0.09 0.07 -0.52
H -1.9707 -1.2140 6.7676 0.74 0.49 -0.47
H -0.6088 0.4288 3.2911 0.39 -0.14 0.16
H 0.7237 0.8478 4.3380 1.30 -0.06 0.47
H -0.9395 1.4052 4.6964 0.66 0.14 -0.34
H -0.5885 -2.4020 5.7244 -0.25 -0.96 -0.38
H -0.8067 -2.2507 3.8340 0.19 0.22 1.22
H 0.7141 -1.9073 4.6957 0.59 -0.12 -0.15
C 6.5176 -5.9883 -5.2058 0.83 0.33 0.81
O 6.6804 -4.8194 -5.4827 -0.49 0.33 -0.29
N 5.4937 -6.5357 -4.5235 0.40 -0.91 -0.46
C 5.5459 -7.9758 -4.2432 0.41 0.91 1.66
C 4.4294 -5.7737 -3.9797 -0.10 1.71 1.53
H 7.3487 -6.6943 -5.3545 -0.15 -0.35 -0.35
H 5.1149 -8.1436 -3.2099 0.02 -0.01 -1.39
H 6.6059 -8.2012 -4.1111 -0.05 -0.42 -0.31
H 5.1091 -8.5820 -5.0275 -0.29 -0.17 0.12
H 4.5754 -4.6748 -4.0595 0.41 -0.77 -0.17
H 3.4838 -5.9714 -4.3920 -1.23 -0.53 -0.89
H 4.2807 -5.9858 -2.9066 0.30 -0.03 -0.30
C -4.0383 2.0923 -4.7890 -2.48 -1.32 0.96
O -5.1995 1.6591 -4.8009 0.79 0.41 -0.42
N -3.2613 1.9630 -3.7108 2.48 0.05 0.90
C -1.8023 2.2274 -3.8326 -0.70 -2.09 -0.62
C -3.7065 1.1288 -2.6180 -0.17 -0.05 0.39
H -3.6170 2.5811 -5.6264 0.73 0.75 -0.95
H -1.6829 2.5845 -4.8247 0.44 0.71 -0.80
H -1.2594 1.2412 -3.8406 -0.36 0.81 0.36
H -1.3534 2.9058 -3.1290 -0.25 0.28 0.58
H -3.2748 1.4281 -1.6536 -0.12 0.31 -0.31
H -4.7828 1.2303 -2.6304 -0.26 -0.24 0.44
H -3.4490 0.0570 -2.7086 0.01 0.31 -0.43
C -1.4187 5.5211 -0.2932 -0.73 1.16 -0.15
O -1.0923 5.1558 -1.3968 0.62 -0.76 -0.74
N -2.6586 5.3858 0.2113 -0.61 -0.69 0.80
C -2.8861 5.9997 1.5505 -1.12 -0.76 0.16
C -3.7392 4.5370 -0.4688 1.81 2.15 -0.37
H -0.7861 6.1846 0.3378 0.07 -0.51 -0.15
H -3.6037 6.8465 1.4599 0.55 -0.44 0.12
H -1.9434 6.3311 2.0129 -0.34 -0.03 -0.50
H -3.3097 5.2671 2.2952 0.35 0.51 -0.89
H -3.5140 3.4934 -0.4811 0.52 -0.63 -0.03
H -4.5726 4.6966 0.1380 -1.56 0.10 0.87
H -3.9836 4.9042 -1.4954 0.53 -0.25 0.79
C -3.5947 -3.7988 5.5549 0.86 0.62 2.73
O -2.8950 -3.4549 6.5249 -0.50 -0.11 -0.91
N -4.8447 -3.3251 5.3921 -0.95 -1.55 -1.41
C -5.8383 -3.8449 4.3910 2.10 0.94 0.52
C -5.4165 -2.4732 6.3695 0.25 3.73 -0.58
H -3.1185 -4.5607 4.9548 -0.72 -0.24 -1.27
H -5.2869 -4.4321 3.6851 0.29 -0.21 -0.68
H -6.2907 -2.9833 3.9103 -0.18 -0.08 -0.10
H -6.5580 -4.4974 4.8121 -0.83 -0.41 0.82
H -5.9244 -1.5615 5.8376 0.98 -1.50 0.86
H -6.1830 -2.9064 6.9271 -1.27 -1.22 0.93
H -4.6673 -2.0699 7.0788 -0.31 -0.35 -0.62
C -2.1359 4.0958 5.3389 -0.02 0.14 0.70
O -1.5194 4.1947 4.2974 0.06 -0.14 -0.52
N -1.5774 3.9714 6.5555 0.62 -0.62 -0.92
C -2.3914 3.9156 7.7367 0.24 -0.49 0.27
C -0.1342 3.7315 6.6375 -0.31 1.13 -0.07
H -3.2379 4.1330 5.4229 0.01 0.06 -0.33
H -1.9644 4.6549 8.4113 -0.57 0.31 0.32
H -2.2528 2.9299 8.2467 -0.63 0.56 -0.53
H -3.4410 4.1479 7.4200 0.88 -0.33 0.78
H 0.1209 3.3359 7.6023 0.04 0.57 0.87
H 0.2014 2.9273 6.0313 -0.14 -0.61 -1.23
H 0.4124 4.6532 6.3330 -0.16 -0.67 0.55
C -0.5718 -4.0509 8.3909 -0.13 -0.46 -0.13
O -0.1697 -2.9995 7.9691 0.27 0.80 0.07
N -0.4762 -5.2380 7.7779 0.06 -0.84 -1.08
C -1.4170 -6.2834 8.1556 -0.72 1.24 1.02
C 0.0026 -5.3289 6.4118 -0.30 -0.30 -0.26
H -1.0431 -4.2416 9.3415 -0.39 0.72 0.98
H -1.8658 -5.9110 9.1174 0.18 -0.81 -0.83
H -0.9856 -7.2605 8.3107 0.41 -0.19 -0.02
H -2.2221 -6.3587 7.4095 0.16 0.03 0.16
H 0.5196 -4.4497 6.0342 -0.01 0.15 0.52
H 0.6728 -6.1817 6.3661 0.07 -0.18 -0.33
H -0.8668 -5.4913 5.7587 0.25 -0.10 -0.05
C -2.9269 -3.3001 -4.7406 1.29 2.44 -1.97
O -2.6391 -4.4231 -4.4880 0.03 -2.58 0.56
N -2.2949 -2.5376 -5.7156 -1.27 -0.39 0.52
C -2.5407 -1.1074 -5.6992 -0.23 -0.52 -1.01
C -1.3295 -3.1443 -6.6270 -0.22 0.52 -0.55
H -3.6768 -2.7319 -4.2155 -0.58 0.42 0.42
H -3.5466 -0.8273 -5.4033 -0.05 -0.26 0.81
H -2.5501 -0.7416 -6.7075 0.49 0.25 -0.72
H -1.7577 -0.6368 -5.1467 0.32 0.79 0.48
H -0.3525 -2.6134 -6.6337 -0.55 -0.49 0.25
H -1.2967 -4.1532 -6.2917 0.84 -0.84 0.40
H -1.6542 -3.2670 -7.6924 -0.21 0.74 0.76
```
Forces are in eV/Å.

HOMO energy = -8.8 eV
Orbital gap = 8.977 eV
Multiplicity = 1
LUMO energy = 0.2 eV
DFT total energy = -148802.40240 eV
Max |F| = 4.0 eV Å⁻¹

Here are the Löwdin charges for atoms 1 to 8, given in e:
1. F 0.02
2. C -0.26
3. C 0.02
4. C -0.06
5. C -0.11
6. C -0.03
7. C 0.02
8. H 0.11